# 1
The following is a quantum chemistry calculation of a cluster of 2 separate species, C20H37ClN3P in total, from the OMol25 dataset.

XYZ file:
```
62
Properties=species:S:1:pos:R:3:forces:R:3
C 5.20451 0.40911 1.26693 -0.1493 0.0305 0.1419
C 3.88310 0.48527 1.30122 -0.0968 0.0453 -0.0331
C 3.09218 1.68185 0.85539 -0.0448 0.1170 0.6798
C 2.10054 1.42294 -0.33387 0.1330 0.1763 -0.1476
C 1.01602 2.41530 -0.17391 -0.1522 0.0623 -0.0202
N 0.18716 3.20328 -0.05448 0.1885 -0.1030 -0.0233
C 1.45055 0.00558 -0.26994 -0.1820 0.2394 0.2448
Cl 2.46200 -1.18273 -1.14022 0.0539 0.0082 -0.0391
C -0.01005 -0.09142 -0.69713 -0.2045 -0.8024 -0.2600
C -0.51740 -1.54336 -0.68587 -0.0818 0.2466 0.4294
C 2.79202 1.82014 -1.68264 0.3994 0.2203 -0.1319
C 4.15842 1.31962 -1.82137 -0.3948 -0.3271 0.1107
N 5.20383 0.88111 -1.99900 0.2431 0.1608 -0.0583
P 1.78917 1.45958 -3.24889 -0.6778 -0.3273 -0.0912
C 1.29322 3.17300 -3.70578 0.7767 0.3815 0.3523
C 2.44840 4.18736 -3.89217 -0.0359 -0.1868 0.0406
C 3.01932 1.01597 -4.54006 0.0050 -0.0858 -0.1973
C 3.07267 -0.50391 -4.80786 0.0677 0.3069 -0.1488
H 5.68543 -0.55830 1.31020 0.2014 0.0943 0.6308
H 5.81358 1.30191 1.19811 0.1085 -0.1070 -0.7008
H 3.32619 -0.35861 1.69405 -0.0489 -0.2458 -0.5409
H 3.78614 2.47724 0.57693 -0.0722 0.0415 -0.0819
H 2.49671 2.07514 1.68504 -0.0225 -0.0877 0.0209
H 1.47744 -0.29702 0.77672 0.1046 -0.0885 -0.0296
H -0.15179 0.30691 -1.69912 -0.0333 0.2704 0.1236
H -0.62470 0.45313 0.02012 0.1861 0.3240 -0.0728
H -1.59228 -1.54335 -0.50064 -0.0339 -0.0587 -0.1849
H -0.31185 -2.06404 -1.61733 0.0744 -0.0490 0.0379
H -0.07096 -2.09441 0.14590 0.0362 -0.1091 -0.0985
H 2.89943 2.90890 -1.63981 -0.0071 -0.0051 0.0305
H 0.67746 3.10493 -4.60154 -0.0920 -0.0822 0.0510
H 0.67023 3.51311 -2.87586 -0.2868 -0.0647 -0.1878
H 2.48472 4.89158 -3.06094 -0.0189 0.0560 -0.0456
H 2.34021 4.76039 -4.81160 -0.0138 0.0395 0.0208
H 3.42100 3.69212 -3.92824 0.0107 0.0358 -0.1020
H 4.01840 1.40922 -4.35501 -0.0214 0.0442 0.0192
H 2.64950 1.51908 -5.43880 -0.0457 0.0755 0.0691
H 2.21716 -1.01614 -4.36958 0.0843 -0.0723 0.1004
H 4.00162 -0.92440 -4.42781 -0.1033 -0.1327 0.1279
H 3.03455 -0.68603 -5.88234 0.1046 -0.0575 0.0064
C -2.11928 -3.26620 3.70651 -0.0109 -0.0143 0.0097
C -2.78547 -1.94778 3.34304 0.0087 -0.0773 0.1193
N -3.81294 -2.07885 2.32560 0.0211 0.0860 -0.1658
C -4.26248 -0.80014 1.79926 0.0382 0.1581 -0.0405
C -4.96888 0.16061 2.76455 -0.0731 0.0540 -0.0907
C -4.85977 -3.04690 2.60699 -0.0399 -0.2058 0.0464
C -5.68779 -2.86753 3.88737 -0.0571 -0.0150 -0.0397
H -1.70392 -3.74810 2.82017 -0.0391 -0.0110 -0.0136
H -1.30576 -3.08333 4.40977 0.0043 0.0043 -0.0060
H -2.81056 -3.96053 4.18516 0.0004 -0.0027 -0.0033
H -2.01087 -1.28061 2.95310 -0.1081 0.0955 -0.0562
H -3.16781 -1.47794 4.26300 0.0679 -0.0002 0.0247
H -4.91373 -0.98492 0.94063 -0.0287 -0.1088 0.0439
H -3.38733 -0.28490 1.38868 0.0727 -0.0629 0.0746
H -5.98740 -0.15593 2.98430 0.0176 -0.0295 0.0429
H -5.03225 1.15247 2.31278 0.0162 -0.0014 -0.0020
H -4.43080 0.26386 3.70702 0.0139 -0.0018 -0.0046
H -4.40124 -4.03803 2.63780 0.0598 0.0312 0.0094
H -5.52929 -3.07391 1.74378 0.0125 0.0867 -0.0137
H -5.06274 -2.61540 4.74534 0.0152 -0.0104 -0.0049
H -6.20456 -3.79991 4.12253 0.0074 -0.0050 -0.0058
H -6.44902 -2.09608 3.78382 0.0427 0.0469 0.0336
```
Positions in Å, forces in eV/Å.

Properties
Kohn-Sham gap = 8.85 eV
LUMO energy = 0.02326 hartree
HOMO energy = -8.22 eV
spin multiplicity = 1



# 2
The following is a quantum chemistry calculation of a structure of composition C20H37CrF3N2O20Ti in a non-equilibrium geometry, from the OMol25 dataset.

XYZ file:
```
84
Properties=species:S:1:pos:R:3:forces:R:3
Cr 29.14639 -30.14109 14.99832 -0.1876 0.0403 0.1023
Ti 27.64317 -34.09088 13.76030 -2.2369 1.4156 0.6447
N 27.31907 -32.31237 16.52603 0.3360 0.4804 -0.3615
O 28.30428 -31.55220 16.37786 -0.2145 -0.5934 0.2903
O 26.37736 -32.01878 17.22551 0.1021 -0.1011 -0.0559
O 27.32098 -33.43769 15.91072 0.3302 -0.7666 -0.8946
N 26.32899 -30.97293 13.55429 -0.1730 0.2927 0.1323
O 25.25404 -30.41278 13.51408 0.1423 -0.1498 -0.0212
O 26.38550 -32.22454 13.31010 0.5570 -0.9936 0.0165
O 27.37864 -30.35383 13.80895 -0.0024 -0.1174 -0.3420
C 22.90144 -33.16144 15.89876 0.3893 -0.2488 -0.2975
C 24.15803 -33.82983 15.36532 0.4017 0.7308 0.4951
O 23.83953 -35.21517 15.05529 0.0517 0.0385 -0.1628
C 24.74864 -35.93010 14.44509 -0.2026 0.3502 0.3573
O 25.85617 -35.52936 14.10223 1.0610 0.5624 -0.3741
O 24.39058 -37.15713 14.19970 0.1314 -0.5008 0.0878
C 23.15008 -37.66646 14.75599 -0.0861 0.0474 -0.5216
H 22.05026 -33.58052 15.36281 -0.1869 0.1586 0.1846
H 22.94738 -32.09052 15.70967 0.0133 0.0134 -0.0490
H 22.81367 -33.30339 16.97250 -0.2253 -0.1604 -0.0115
H 24.96446 -33.82073 16.09802 -0.1302 -0.1509 0.0440
H 24.56860 -33.31631 14.49359 -0.3292 -0.2760 -0.2413
H 22.32141 -37.20584 14.22259 -0.0686 0.0499 0.1830
H 23.09028 -37.48401 15.82272 0.0497 0.0598 0.0315
H 23.16303 -38.72742 14.53639 0.0896 -0.0346 0.0707
C 30.23816 -34.70064 10.02277 -0.3526 -0.6442 -1.1154
C 29.40138 -33.47409 9.69658 1.3495 1.1339 1.2695
O 28.02890 -33.73446 9.42307 0.0219 -0.2702 -0.3300
C 27.26661 -34.08374 10.41969 -0.3595 0.3891 -0.1279
O 27.61041 -34.12600 11.59766 0.4972 -0.3862 0.8074
O 26.05587 -34.31426 9.99903 -0.0782 -0.0099 -0.3373
C 25.04721 -34.48447 10.98563 -0.5920 0.1955 1.3681
H 30.60618 -35.09985 9.07430 0.2642 -0.0424 0.1767
H 29.65517 -35.52574 10.43501 -0.0947 0.2414 0.2991
H 31.08012 -34.49033 10.67330 0.0112 0.1705 0.0280
H 29.82448 -32.90652 8.87144 -0.4162 -0.4426 -0.5332
H 29.49459 -32.72863 10.49980 -0.5020 -0.3207 0.1928
H 25.16878 -35.40862 11.55208 0.1093 -0.1419 -0.3419
H 24.06918 -34.44912 10.52150 0.1791 -0.1611 -0.4629
H 25.06911 -33.67233 11.72210 0.2045 0.0458 -0.2449
C 21.85888 -29.51724 13.88051 1.0643 -0.6784 -0.5183
C 21.62192 -28.03074 13.95129 -0.2508 -0.6452 0.3637
O 21.65337 -27.67896 15.35110 0.0384 -0.5073 -0.2474
C 21.35937 -26.42408 15.64202 -0.2142 0.3365 0.3015
O 21.05636 -25.56272 14.86539 -0.0508 0.1536 -0.2946
O 21.44872 -26.29578 16.96625 -0.1042 -0.2111 0.1923
C 20.98161 -25.07831 17.54906 -0.3602 -0.0842 0.3117
H 22.80514 -29.76786 14.36954 -0.1338 0.0352 0.1927
H 22.04006 -29.82275 12.84302 -0.1929 0.2414 -0.0176
H 21.08808 -30.18914 14.25323 -0.2615 0.4337 0.2591
H 20.64306 -27.80726 13.52955 0.1446 0.4666 -0.0200
H 22.43390 -27.50332 13.45546 -0.2137 0.1727 -0.2021
H 20.24228 -25.32292 18.31427 0.1568 -0.2309 0.0002
H 20.46804 -24.45650 16.82099 0.4292 0.1639 -0.1331
H 21.83340 -24.61362 18.03793 -0.0571 0.3413 -0.1987
C 24.35497 -28.21810 17.27657 0.8330 0.0591 -0.9758
C 25.84660 -28.47853 17.34871 -0.2263 0.4257 0.7495
O 26.53508 -27.27797 16.86589 0.1281 -0.1770 -0.0561
C 27.73424 -27.43828 16.34034 -0.8117 0.4816 0.0468
O 28.19603 -28.50800 16.01359 0.5354 -0.3034 -0.0573
O 28.39343 -26.32075 16.14546 0.5698 -0.4172 -0.1674
C 27.93802 -25.08208 16.66901 -0.2928 0.9073 -0.3015
H 24.06869 -28.18680 16.22390 -0.2089 -0.0373 0.0811
H 24.14624 -27.23685 17.69440 -0.3036 -0.1656 0.3090
H 23.82821 -29.03709 17.75666 -0.1820 0.1646 0.1925
H 26.17754 -29.35158 16.80055 0.0298 -0.0059 -0.0992
H 26.14699 -28.54828 18.39655 0.1316 -0.2885 -0.0984
H 27.33330 -24.56158 15.92354 -0.2236 -0.2675 0.0619
H 28.81526 -24.45457 16.80020 0.1259 -0.2414 0.2656
H 27.37715 -25.20779 17.58728 0.0667 0.0052 0.0846
C 26.96059 -30.25972 10.37930 0.3979 -0.4867 0.1318
C 27.43362 -29.91971 8.98572 -0.1762 -1.1526 0.2103
O 27.70141 -28.52579 8.92836 -0.6040 0.3611 0.4455
C 28.16737 -28.07297 7.78644 0.4237 -0.0003 -0.3685
O 28.49357 -28.73278 6.84727 -0.1087 -0.0824 -0.2826
C 28.36723 -26.54462 7.80110 0.2009 -0.0397 0.2622
F 27.86275 -25.99768 6.70081 -0.0346 0.0096 0.1037
F 27.82418 -25.97504 8.87748 -0.1573 0.1023 -0.1406
F 29.68397 -26.30227 7.83944 0.0398 0.0575 -0.1066
H 26.67692 -31.31537 10.44255 -0.0014 0.0043 -0.2934
H 26.07206 -29.70352 10.66791 0.2052 0.2859 0.1535
H 27.79753 -30.15771 11.07290 -0.3097 0.4064 0.2611
H 26.66712 -30.23970 8.27609 0.1390 0.4817 -0.3003
H 28.35021 -30.46097 8.74078 -0.0338 0.0219 -0.0556
```
Positions in Å, forces in eV/Å.

Properties
⟨S²⟩ = 15.755
Kohn-Sham gap (alpha / beta) = 6.22 / 8.79 eV
LUMO energy (alpha / beta) = -0.12347 / -0.13046 hartree
total charge = +1
HOMO energy (alpha / beta) = -9.58 / -12.34 eV
spin multiplicity = 8



Per-record E, eV: -47619.821; -124947.744